{"formula": "C32H74N3O7Y", "method": "the ωB97M-V functional and the def2-TZVPD basis", "elements": ["Y", "O", "O", "O", "O", "O", "O", "O", "N", "N", "N", "C", "C", "C", "C", "C", "C", "C", "C", "C", "C", "C", "C", "C", "C", "C", "C", "C", "C", "C", "C", "C", "C", "C", "C", "C", "C", "C", "C", "C", "C", "C", "C", "H", "H", "H", "H", "H", "H", "H", "H", "H", "H", "H", "H", "H", "H", "H", "H", "H", "H", "H", "H", "H", "H", "H", "H", "H", "H", "H", "H", "H", "H", "H", "H", "H", "H", "H", "H", "H", "H", "H", "H", "H", "H", "H", "H", "H", "H", "H", "H", "H", "H", "H", "H", "H", "H", "H", "H", "H", "H", "H", "H", "H", "H", "H", "H", "H", "H", "H", "H", "H", "H", "H", "H", "H", "H"], "xyz": [[2.8384, -7.1164, -1.6852], [5.5408, -4.0456, -1.9712], [-9.1653, 4.6666, -3.3028], [-3.4100, -7.3866, 0.2863], [6.7877, 1.1556, -2.1417], [-5.0405, -8.4397, -4.5825], [0.3352, -3.3377, -0.2044], [1.9065, -3.4118, 5.5600], [-7.8838, 5.0872, -2.7460], [1.2267, -3.1725, 6.7756], [7.6934, 2.1999, -2.0783], [-0.6268, -2.3607, -0.4576], [-6.0397, -7.4658, -4.8182], [9.5631, 3.4511, -3.0615], [1.5022, -5.5462, 7.5925], [10.1198, 3.8771, -1.6544], [-6.8456, 4.0533, -2.8757], [7.8847, 2.1863, -4.5411], [-5.0810, 6.0134, -2.7928], [-0.3462, -3.9851, 8.5473], [-6.2901, 6.9549, -2.5737], [-0.4563, -1.3672, 6.4302], [-5.4580, 4.6746, -2.3597], [0.9706, -1.7162, 8.6785], [6.9090, 2.5924, 0.3777], [8.9214, 3.7877, -0.6349], [-7.6542, 6.5573, -3.1230], [8.9664, 1.3046, 0.0132], [-6.6749, 3.6805, -4.3994], [-7.7827, 6.7628, -4.6388], [0.0346, -0.9324, -0.5278], [-5.5048, -6.0873, -4.8463], [9.6420, 0.9387, -3.1823], [-7.1075, 2.8279, -1.9887], [8.1494, 2.4047, -0.6712], [8.6949, 2.1233, -3.2033], [1.9858, -0.7947, 6.7439], [0.8925, -1.7786, 7.1135], [0.3722, -2.9418, 9.4553], [-0.5885, -4.6960, 6.3043], [-6.7469, -7.9924, -5.9950], [0.4857, -4.3393, 7.3259], [-8.7190, 7.4641, -2.3797], [-1.4522, -1.7367, 6.6748], [9.2175, 0.0468, -2.7215], [1.9046, 0.2418, 7.0711], [0.1970, -0.9628, 8.8265], [-4.2560, 6.3985, -2.1934], [-0.4079, -4.8637, 9.1896], [-1.2855, -5.3566, 6.8200], [-6.1522, 2.3163, -2.1063], [-6.0591, 7.9938, -2.8089], [-6.0901, -8.2280, -6.8324], [-7.5804, 3.3643, -4.9172], [10.4918, 4.9014, -1.6778], [1.2462, -3.5156, 4.8709], [-7.8867, 2.1636, -2.3625], [-6.2484, -5.5450, -5.4303], [-7.2293, 3.0273, -0.9241], [0.8636, -0.8927, -1.2344], [2.3085, -5.6950, 6.8743], [-6.3891, 7.0136, -1.4898], [-4.0643, -7.3441, 0.9837], [-3.0314, -6.5079, 0.2586], [6.4541, -4.0868, -2.2548], [10.2774, 3.3367, -3.8768], [6.0768, 1.9496, 0.0907], [1.0293, -3.4216, 10.1807], [-4.7042, -8.4616, -5.4814], [5.4580, -3.1889, -1.5524], [-4.7908, 5.8891, -3.8361], [9.7483, 0.5689, -4.2022], [-5.8195, 3.0181, -4.5322], [9.8792, 1.0764, -0.5370], [-0.5080, -0.2793, 6.4740], [-8.5992, 8.5474, -2.3919], [2.1412, -5.2180, 8.4123], [-1.4870, -2.4596, 0.2046], [1.9732, -1.4271, 8.9937], [-6.3232, 4.4670, -5.0671], [8.4969, 0.3412, 0.2118], [-1.3428, -3.5808, 8.3700], [-0.5065, -2.5434, 9.9625], [7.1598, 2.9898, -4.6711], [-5.3401, 4.6633, -1.2762], [-4.6318, 4.0596, -2.7164], [-0.1024, -5.1877, 5.4616], [5.9588, 1.6254, -2.0240], [-9.7009, 7.3048, -2.8252], [2.1257, -0.8453, 5.6641], [-8.6297, 7.3005, -1.3057], [-6.7496, -7.4585, -3.9911], [-9.5895, 4.1332, -2.6267], [8.2415, 4.5644, -0.9849], [-8.5294, 6.2056, -5.2045], [-0.7407, -0.2657, -0.9051], [0.3772, -0.6760, 0.4747], [-7.4378, -7.2878, -6.4578], [9.3078, 1.7189, 0.9619], [-7.4138, -8.8156, -5.7390], [-1.0496, -2.4973, -1.4529], [7.3146, 1.2594, -4.6030], [10.9398, 3.2608, -1.2857], [-0.2272, -1.6610, 5.4058], [-1.2189, -3.8471, 6.0396], [7.1491, 2.1712, 1.3539], [-4.6149, -6.0241, -5.4726], [-6.8321, 6.5172, -5.1120], [2.8179, -1.2635, 7.2692], [8.4344, 2.2386, -5.4809], [9.1451, 4.3413, -3.5315], [10.5928, 1.0197, -2.6554], [0.9915, -6.4690, 7.8674], [-5.2020, -5.6871, -3.8787], [6.4573, 3.5834, 0.4224], [-7.8300, 7.8205, -4.8980], [9.2764, 4.0110, 0.3712]], "forces_ev_per_a": [[0.1, 0.2, 0.0], [-0.4, -0.4, 0.0], [1.7, 0.7, 0.1], [0.2, -0.1, -0.1], [-0.4, -0.8, -0.1], [0.6, 0.1, 0.5], [-1.6, 1.5, -0.6], [-0.3, 0.3, 1.4], [-1.4, 0.9, -0.1], [0.8, 0.0, 0.0], [1.1, 0.6, 0.5], [2.1, -1.4, 1.0], [-0.5, -0.8, 1.7], [0.4, 0.1, -0.6], [0.0, 1.7, 0.5], [-1.3, -1.3, -0.1], [1.1, 1.5, -0.5], [-0.3, -0.7, 0.2], [-1.3, 1.8, -1.2], [2.1, 0.9, 1.6], [0.9, 0.1, 0.5], [0.9, 0.4, -0.4], [-0.3, -1.9, 0.7], [-2.3, -0.9, -0.2], [-0.1, -0.8, -1.7], [0.6, -0.6, -1.5], [-0.8, -0.1, 0.3], [1.2, -0.1, -0.5], [0.6, 0.2, -0.1], [1.3, 0.2, -0.8], [-0.4, -0.4, -0.1], [0.6, 0.7, -1.5], [-0.5, -1.7, -0.1], [0.5, -0.1, -0.8], [-0.8, 1.5, 1.6], [-0.2, 2.9, 0.7], [0.7, -1.3, -1.1], [-0.4, -0.7, 1.7], [-0.9, 0.5, -0.7], [-0.1, -0.9, -0.3], [-2.0, 0.7, -1.8], [0.2, -0.3, -1.1], [0.3, -0.7, -0.1], [0.4, -0.5, 0.6], [-0.6, 0.1, 0.3], [-0.6, -0.3, 0.2], [0.7, 0.8, 0.6], [0.2, -0.1, -0.3], [-0.4, -0.2, -0.4], [0.1, -0.5, -0.3], [-0.1, -0.6, 0.2], [-0.1, 0.0, -0.6], [0.3, -0.4, 0.1], [0.0, -0.5, 0.5], [-0.1, 0.0, -0.2], [-0.5, -0.1, -0.4], [-0.1, 0.1, 0.0], [-0.1, 0.9, 0.7], [-0.2, 0.4, -0.2], [0.0, -0.3, 0.1], [-0.8, -0.1, -0.8], [-0.2, -0.2, 0.3], [-0.2, -0.1, 0.2], [0.0, 0.2, 0.0], [0.3, -0.1, -0.1], [1.1, -0.5, 0.5], [0.0, -0.2, -0.3], [0.2, 0.2, -0.2], [0.9, -0.8, 0.1], [-0.1, 0.3, 0.1], [0.2, 0.8, -0.2], [0.7, 0.4, -0.1], [-0.4, -0.8, 0.3], [0.0, 0.0, -0.1], [0.0, 0.1, -0.1], [0.8, 0.0, -0.9], [-0.4, -0.1, 0.7], [0.0, 0.3, 0.3], [-0.4, 0.0, 0.1], [-0.2, 0.8, 0.6], [-0.5, 0.2, -0.2], [0.1, -0.3, -0.6], [0.5, 0.0, 0.8], [0.1, 0.2, 0.8], [-0.7, -0.4, 0.3], [-0.3, -0.8, 0.0], [-0.5, 0.0, -0.3], [-0.4, -0.2, -0.1], [-0.1, -0.4, 0.5], [0.4, 0.3, 0.0], [-0.6, -0.7, 0.0], [0.0, -0.5, 0.3], [0.0, -0.1, 0.4], [-0.3, 0.0, 0.4], [-0.3, 0.1, 0.6], [0.0, 0.2, 0.3], [-0.1, 0.1, -0.1], [-0.1, 0.4, 0.1], [-0.1, -0.1, 0.1], [0.6, -0.4, 0.0], [0.1, -0.2, -0.9], [-0.1, -0.1, -0.1], [0.1, -0.2, -0.2], [-0.5, 0.3, -0.4], [0.4, 0.1, -0.3], [0.4, 0.6, 0.0], [0.3, -0.2, -0.2], [0.2, -0.4, 0.0], [0.7, 0.5, -0.6], [0.8, -0.1, 0.4], [-1.3, 0.0, 0.5], [0.0, 0.7, -0.4], [0.0, 0.1, -0.2], [-0.6, 0.1, 0.0], [0.5, 0.2, 0.1], [-0.6, 0.1, 0.4], [-0.2, -0.1, 0.0]], "lowdin_charge": [1.06, -0.12, 0.01, -0.05, -0.02, -0.04, -0.08, 0.04, 0.00, -0.04, -0.09, -0.34, -0.55, -0.12, 0.01, -0.14, -0.45, -0.04, -0.20, -0.14, -0.13, 0.00, -0.17, -0.09, -0.02, -0.12, -0.45, -0.05, -0.01, -0.03, -0.04, -0.06, -0.04, -0.03, -0.43, -0.45, -0.04, -0.49, -0.13, -0.03, -0.07, -0.47, -0.02, 0.08, 0.08, 0.11, 0.12, 0.12, 0.13, 0.10, 0.08, 0.13, 0.09, 0.09, 0.11, 0.10, 0.09, 0.08, 0.09, 0.08, 0.08, 0.12, 0.03, 0.02, 0.04, 0.11, 0.05, 0.11, 0.07, 0.03, 0.11, 0.09, 0.08, 0.06, 0.09, 0.09, 0.08, 0.11, 0.11, 0.06, 0.09, 0.12, 0.10, 0.08, 0.12, 0.12, 0.09, 0.10, 0.08, 0.09, 0.08, 0.14, 0.11, 0.11, 0.09, 0.08, 0.08, 0.08, 0.09, 0.10, 0.14, 0.07, 0.10, 0.08, 0.07, 0.07, 0.08, 0.07, 0.09, 0.09, 0.11, 0.08, 0.09, 0.08, 0.08, 0.09, 0.12], "lumo_ha": -0.36820, "total_charge": 2}

{"formula": "C32H76Br4N5", "method": "the ωB97M-V functional and the def2-TZVPD basis", "elements": ["Br", "Br", "Br", "Br", "N", "N", "N", "N", "N", "C", "C", "C", "C", "C", "C", "C", "C", "C", "C", "C", "C", "C", "C", "C", "C", "C", "C", "C", "C", "C", "C", "C", "C", "C", "C", "C", "C", "C", "C", "C", "C", "H", "H", "H", "H", "H", "H", "H", "H", "H", "H", "H", "H", "H", "H", "H", "H", "H", "H", "H", "H", "H", "H", "H", "H", "H", "H", "H", "H", "H", "H", "H", "H", "H", "H", "H", "H", "H", "H", "H", "H", "H", "H", "H", "H", "H", "H", "H", "H", "H", "H", "H", "H", "H", "H", "H", "H", "H", "H", "H", "H", "H", "H", "H", "H", "H", "H", "H", "H", "H", "H", "H", "H", "H", "H", "H", "H"], "xyz": [[14.0159, 11.6748, -8.2239], [14.4772, 10.8625, -13.5457], [18.7614, 8.9829, -9.4868], [14.6432, 6.6749, -10.6559], [11.0684, 8.6711, -9.7182], [17.9182, 7.5461, -13.9761], [16.9077, 8.4415, -5.0064], [17.0982, 15.1037, -10.0402], [15.6740, 9.7432, -10.5017], [17.9514, 7.4007, -12.4680], [17.2771, 7.7648, -6.2912], [11.8247, 7.8615, -8.6475], [18.7175, 18.4761, -9.0388], [15.5402, 9.1638, -5.2816], [16.9650, 14.5407, -11.4390], [18.0405, 9.2978, -4.4525], [18.4126, 10.4572, -5.3424], [17.9831, 14.0572, -9.3604], [9.8284, 7.9733, -10.1742], [16.0235, 7.5747, -7.1167], [18.3890, 5.2480, -13.5767], [16.6397, 13.0785, -11.2172], [18.1655, 17.0923, -8.7976], [17.9303, 10.0721, -13.5915], [10.5404, 10.9916, -10.4124], [11.0126, 7.8747, -7.3381], [11.1435, 10.2609, -11.5937], [16.5712, 7.3318, -4.0300], [18.8620, 11.2967, -13.9738], [16.5057, 7.4293, -14.4465], [10.6729, 10.0864, -9.1919], [14.9329, 8.3822, -6.4293], [15.7923, 15.2246, -9.2946], [11.8865, 9.0984, -10.9369], [17.9716, 5.8778, -12.2483], [19.8497, 10.8987, -5.0621], [11.1012, 6.6207, -6.5360], [17.4449, 12.7151, -9.9615], [17.7609, 16.4627, -10.1544], [18.7415, 6.3950, -14.5308], [18.5866, 8.8832, -14.2959], [16.8437, 12.5203, -12.1299], [12.8246, 8.2604, -8.5311], [10.5189, 6.5538, -5.6148], [20.5729, 10.2596, -5.5631], [11.6040, 10.2687, -8.6582], [19.9415, 11.9260, -5.4162], [16.9574, 5.5311, -12.0442], [17.9001, 10.0860, -12.5052], [14.5194, 9.0730, -7.1613], [17.9241, 6.8903, -6.2384], [11.3904, 8.7190, -6.7562], [20.0460, 10.9578, -3.9891], [15.1701, 8.8272, -10.4601], [15.9874, 8.3674, -14.2388], [15.2909, 10.5091, -9.9303], [15.2048, 15.9505, -9.8612], [17.1806, 6.4551, -4.2390], [10.9925, 11.9494, -10.1666], [19.1020, 4.4340, -13.4513], [12.2402, 8.2586, -11.5374], [18.6457, 16.2780, -10.7618], [10.7928, 5.7160, -7.0733], [19.6216, 8.7391, -13.9869], [17.3704, 17.0547, -8.0571], [16.2259, 15.1742, -11.9292], [15.1966, 14.3181, -9.4015], [16.0727, 15.5591, -8.3077], [16.0655, 6.4814, -14.1677], [9.2170, 8.6379, -10.7762], [14.1552, 7.7295, -6.0286], [9.8284, 10.0372, -8.5126], [9.9643, 8.0700, -7.5598], [18.5690, 5.6302, -11.3755], [17.8809, 14.1399, -8.2853], [15.5541, 6.9878, -4.2033], [11.7942, 6.9370, -9.2231], [18.9452, 16.4108, -8.4427], [17.7428, 11.3207, -5.3005], [17.0947, 7.8730, -12.0026], [11.9751, 10.7835, -12.0717], [16.5881, 9.4959, -10.0883], [16.7325, 7.6843, -3.0153], [10.0862, 7.0912, -10.7579], [15.6771, 10.0239, -11.4899], [17.9656, 14.7090, -11.8332], [18.8897, 8.6156, -4.4338], [17.9129, 8.4718, -6.8261], [14.9807, 9.3459, -4.3699], [12.8252, 9.3728, -10.4448], [18.5933, 9.0339, -15.3750], [16.6221, 12.4309, -9.3074], [18.3073, 12.1620, -13.6149], [15.5753, 12.9318, -11.0301], [12.1162, 6.3529, -6.2205], [16.9450, 10.1586, -14.0448], [18.4967, 6.3082, -15.5843], [19.8951, 11.1928, -13.6671], [17.5507, 4.7243, -14.0451], [18.8536, 18.9895, -8.0877], [15.6828, 6.5596, -7.3087], [18.0548, 11.8244, -10.1007], [16.4760, 7.5062, -15.5411], [17.6473, 9.5844, -3.4803], [19.7746, 6.7203, -14.4064], [18.7682, 11.3637, -15.0601], [18.3643, 10.2498, -6.4173], [10.4343, 9.8983, -12.3317], [17.9663, 19.0296, -9.6062], [9.2893, 7.6717, -9.2802], [19.6649, 18.4576, -9.5729], [9.4698, 11.1050, -10.5986], [19.0002, 14.1954, -9.7217], [17.0630, 17.0559, -10.7455], [18.9126, 7.7732, -12.1258], [15.9149, 10.1299, -5.6286], [16.2143, 8.0096, -8.0968]], "forces_ev_per_a": [[0.2, 0.0, -0.1], [0.1, -0.1, 0.3], [-0.1, 0.2, 0.2], [-0.1, 0.1, 0.1], [-1.2, 1.7, -0.5], [0.2, 0.5, 0.1], [-1.2, -1.8, 0.9], [0.7, -0.2, 0.5], [0.2, -0.2, 0.3], [0.7, -1.6, -0.3], [0.8, 0.9, -1.4], [-1.9, 0.0, -1.4], [-0.5, 0.3, 0.3], [2.5, 1.0, -1.1], [-0.5, 0.4, 0.8], [-1.2, -0.5, -1.1], [0.2, 0.8, -0.8], [-0.2, -1.0, -1.5], [0.4, -0.4, 0.4], [-0.2, 0.2, -0.3], [-0.4, -0.7, -0.8], [0.1, 0.6, -0.8], [0.4, -1.4, -1.0], [1.8, 0.6, -1.2], [-1.3, -0.2, 0.4], [0.3, 0.5, -0.3], [1.8, -0.9, 0.4], [0.3, -0.2, -0.2], [-2.5, -0.8, -0.8], [0.3, 1.3, -1.6], [1.7, -1.2, -0.1], [-0.8, -0.1, 0.5], [0.2, 0.1, -1.7], [1.0, -0.8, 0.9], [-1.1, 0.2, 0.0], [-0.4, 0.6, 0.3], [0.6, -2.0, 0.6], [-1.7, 0.2, 0.7], [-0.3, -0.4, 0.7], [0.3, 0.6, 1.3], [-0.4, -0.6, 0.8], [0.1, -0.1, 0.2], [0.1, 0.0, -0.3], [-0.2, 0.7, -0.1], [0.1, 0.0, 0.1], [-0.2, 0.9, 0.4], [0.3, -0.1, -0.2], [0.0, 0.1, 0.3], [-0.1, -0.8, 0.1], [-0.4, 0.2, 0.3], [-0.3, -0.1, 0.9], [-0.2, 0.0, 0.1], [0.1, -0.2, 0.0], [-0.5, 0.2, 0.1], [-0.5, -0.5, 1.1], [-0.6, -0.3, 0.1], [0.1, 0.4, 0.4], [0.4, 0.2, 0.2], [0.0, 0.0, -0.2], [0.6, 0.5, -0.2], [-0.7, -0.2, -0.1], [0.1, 0.2, 0.1], [-0.1, 0.3, -0.4], [0.0, 0.1, 0.1], [-0.2, 0.3, -0.1], [0.0, -0.3, -0.4], [0.4, -0.3, 0.7], [-0.6, -0.2, 0.3], [-0.2, 0.2, 0.6], [0.1, 0.1, 0.0], [-0.2, 0.0, -0.2], [-0.1, -0.1, -0.1], [0.0, 0.1, 0.1], [0.2, 0.0, -0.2], [0.2, 0.0, 0.0], [-0.1, 0.3, 0.1], [0.8, -0.7, 0.9], [0.1, 0.3, 0.4], [-0.1, -0.1, 0.7], [0.1, 0.2, -0.1], [-0.5, 0.4, -0.4], [0.6, 0.2, -0.4], [-0.2, -0.1, 0.0], [0.1, 0.0, 0.0], [0.1, 0.2, -0.2], [-0.1, -0.2, -0.5], [0.0, 0.0, 0.6], [-0.1, 0.0, -0.1], [0.0, -0.5, 0.1], [-0.1, 0.7, -0.3], [-0.2, -0.1, -0.1], [0.3, -0.5, 0.6], [0.7, 0.3, 0.3], [0.0, 0.1, -0.2], [0.1, 0.4, -0.1], [-0.1, 0.7, 0.4], [0.0, -0.3, 0.0], [0.0, 0.1, 0.3], [-0.2, 0.1, 0.3], [0.1, 0.1, -0.1], [0.3, -0.1, 0.2], [0.7, 0.5, 0.3], [0.5, -0.5, 0.0], [0.6, 0.2, 0.2], [0.1, -0.2, -0.2], [0.5, 0.2, -0.1], [0.0, -0.6, 0.2], [-0.1, 0.2, 0.0], [0.3, 0.3, -0.1], [-0.2, -0.1, -0.2], [0.0, 0.0, -0.1], [0.1, 0.5, 0.0], [0.1, 0.4, 0.3], [0.0, 0.2, 0.2], [-0.2, 0.5, 0.1], [-0.6, 0.1, -0.2], [0.1, -0.2, -0.1]], "lowdin_charge": [-0.22, -0.26, -0.17, -0.16, -0.26, -0.27, -0.24, -0.29, 0.16, -0.17, -0.14, -0.11, -0.09, -0.05, -0.09, -0.11, -0.25, -0.06, 0.02, -0.16, -0.15, -0.18, -0.23, -0.25, -0.15, -0.24, -0.15, 0.02, -0.06, 0.02, -0.11, -0.17, 0.04, -0.14, -0.16, -0.09, -0.11, -0.14, -0.13, -0.08, -0.13, 0.07, 0.09, 0.08, 0.08, 0.03, 0.07, 0.05, 0.07, 0.03, 0.14, 0.12, 0.08, -0.10, 0.05, -0.06, 0.12, 0.10, 0.11, 0.12, 0.09, 0.13, 0.08, 0.13, 0.10, 0.15, 0.06, 0.10, 0.11, 0.11, 0.10, 0.13, 0.09, 0.12, 0.13, 0.11, 0.11, 0.11, 0.11, 0.06, 0.04, -0.09, 0.10, 0.12, -0.04, 0.13, 0.14, 0.03, 0.14, 0.08, 0.14, 0.03, 0.05, 0.08, 0.07, -0.01, 0.13, 0.08, 0.11, 0.08, 0.11, 0.05, 0.11, 0.14, 0.13, 0.08, 0.09, 0.12, 0.08, 0.09, 0.08, 0.11, 0.13, 0.14, 0.07, 0.10, 0.05], "e_above_lowest_ev": 1.2328, "lumo_ha": -0.05736, "total_charge": 1}